Here is C15H26ClNO10P2S4SbTc as an isolated structure at a distorted geometry from OMol25. Energies are from ωB97M-V/def2-TZVPD.

Values from the calculation:
E_HOMO (spin up / spin down), eV: -13.5210 / -13.5201
E_LUMO (spin up / spin down), eV: -9.02 / -9.10
Net charge: +2

Cartesian coordinates (Å):
Tc 0.35668 -0.02967 -0.96334
N 1.99097 2.89489 2.98901
C 1.43520 1.69577 2.21990
C 1.24514 0.50270 3.15884
P 2.74541 1.32252 0.97153
O 2.79337 2.69273 0.15032
O 3.99401 1.03101 1.68130
O 2.12811 0.23271 0.05565
P -0.10132 2.30685 1.42408
O -1.25782 1.79594 2.37570
O -0.00196 3.76703 1.29326
O -0.22590 1.47330 0.11210
H 3.01464 2.84288 3.04819
H 1.61665 2.92349 3.94001
H 1.69447 3.75306 2.49997
H 2.20664 0.08604 3.46018
H 0.66043 -0.27012 2.66560
H 0.68539 0.80223 4.04647
H 3.70209 2.95828 -0.05104
H -1.97389 2.43575 2.49052
S 1.94692 -2.77026 -3.27744
Sb -0.25486 -2.26732 -4.60941
S 2.03515 -1.68376 -1.64896
S -1.02846 -1.22659 -1.94669
S 0.47372 -0.54878 -5.70967
C -1.32142 2.12593 -3.94412
C -0.69495 2.27842 -2.58658
O 0.49400 1.40391 -2.46217
C 1.71375 2.11902 -2.88184
C 2.83972 1.16355 -3.14393
H -2.10571 2.87839 -4.04340
H -1.77616 1.14429 -4.07559
H -0.60073 2.28280 -4.74770
H -1.37277 1.99853 -1.78823
H -0.35888 3.29593 -2.39025
H 1.94073 2.84279 -2.10318
H 1.43100 2.64686 -3.79100
H 3.15963 0.64311 -2.24095
H 3.69555 1.74053 -3.49957
H 2.58115 0.44148 -3.92038
C -2.67165 -1.50622 3.38888
C -2.85146 -2.20937 2.06893
C -3.99207 -2.02048 1.29495
C -4.13696 -2.64052 0.06319
Cl -5.55915 -2.35113 -0.88871
C -3.16316 -3.49570 -0.40454
C -2.00688 -3.69700 0.35909
C -1.85938 -3.03904 1.56609
O -0.69756 -3.12635 2.33788
C 0.46679 -3.45097 1.64382
C 0.73703 -2.42349 0.56515
O 1.53131 -2.81216 -0.39115
O 0.17216 -1.31572 0.61355
H -3.62806 -1.15030 3.76834
H -2.00981 -0.64293 3.27490
H -2.22809 -2.16331 4.13443
H -4.78288 -1.37618 1.65989
H -3.30997 -4.03128 -1.33415
H -1.26455 -4.39710 -0.00277
H 0.44441 -4.43945 1.18094
H 1.30426 -3.43747 2.34408

natural (NBO) atomic charge list, values in e, 8 entries: number 1, Tc, carries 0.8699; number 2, N, carries -0.6930; number 3, C, carries -0.6448; number 4, C, carries -0.6429; number 5, P, carries 2.4015; number 6, O, carries -1.0095; number 7, O, carries -1.0657; number 8, O, carries -1.0824

Here is C37H33N8O3RbS2 as an isolated structure from OMol25. Energies are from ωB97M-V/def2-TZVPD.

Values from the calculation:
E_HOMO, eV: -7.1309
E_LUMO, eV: -0.08
Net charge: 0

Cartesian coordinates (Å):
Rb -0.38656 1.56613 -0.00011
O 0.60962 2.55009 2.42777
S -0.39271 1.89959 3.26066
O 0.00747 0.59108 3.77908
N -1.71671 1.89181 2.45595
C -2.84391 1.19534 2.84312
C -3.16390 0.80539 4.12916
C -4.37328 0.14856 4.42561
C -5.28592 -0.13697 3.45308
C -4.99606 0.21534 2.11318
C -5.87438 -0.07858 1.04569
C -5.52923 0.24350 -0.23133
C -4.28365 0.86569 -0.45313
N -3.44481 1.16953 0.50332
C -3.78029 0.86715 1.79268
C -0.60578 2.92338 4.68278
C 0.00153 2.58692 5.88048
C -0.18078 3.41334 6.98187
C -0.96383 4.55356 6.87258
C -1.57308 4.87674 5.66565
C -1.39899 4.05909 4.55944
H -2.46468 1.01859 4.92702
H -4.58083 -0.12971 5.45183
H -6.21674 -0.63937 3.68503
H -6.81748 -0.56963 1.25845
H -6.18316 0.02453 -1.06510
H -3.97217 1.11500 -1.46364
H 0.59533 1.68600 5.94323
H 0.28436 3.16360 7.92678
H -1.10527 5.19014 7.73678
H -2.19038 5.76248 5.59058
H -1.87772 4.27274 3.61363
N 2.05886 -5.32094 -7.83265
C 1.66902 -4.37947 -7.30264
C 1.17568 -3.19596 -6.63702
C 0.08481 -2.50602 -7.16052
C -0.39730 -1.38541 -6.51080
C 0.22299 -0.94456 -5.35066
C 1.31782 -1.61769 -4.83039
C 1.78872 -2.75029 -5.46865
N -0.28332 0.18208 -4.66221
C -0.78923 1.34396 -5.20663
C -1.20306 2.08524 -4.14398
N -0.96118 1.41252 -2.96671
C -0.40088 0.28178 -3.30836
H -0.39109 -2.86449 -8.06299
H -1.26570 -0.85832 -6.88389
H 1.78793 -1.24716 -3.93018
H 2.63937 -3.28880 -5.07222
H -0.76861 1.53330 -6.26551
H -1.64784 3.06575 -4.14976
H -0.10092 -0.52917 -2.65394
C 4.28445 2.67387 -1.68854
C 3.41166 1.83392 -0.79213
O 2.21009 1.79443 -0.96631
C 4.04907 1.04190 0.30460
C 3.24618 0.56729 1.33838
C 3.79502 -0.18353 2.36330
C 5.15253 -0.47894 2.35294
C 5.96116 -0.00682 1.32660
C 5.41260 0.76149 0.31119
H 3.65434 3.28500 -2.32835
H 4.90514 2.02792 -2.31332
H 4.94783 3.30457 -1.09595
H 2.19636 0.81584 1.35394
H 3.15924 -0.53205 3.16628
H 5.58455 -1.07275 3.14833
H 7.01938 -0.23279 1.31887
H 6.05143 1.13284 -0.47996
C -0.41050 -5.28628 -2.21815
C 0.73615 -4.27307 -2.20604
C 0.68286 -3.34037 -1.04104
N 0.50551 -2.06860 -1.14171
N 0.43689 -1.41178 0.07063
C 0.58935 -2.21266 1.08130
N 0.61921 -1.84569 2.37888
S 0.84536 -3.88222 0.61237
H -0.35139 -5.91256 -3.10777
H -1.37288 -4.77401 -2.21875
H -0.37191 -5.93640 -1.34351
H 0.69739 -3.65050 -3.09740
H 1.69168 -4.80308 -2.21200
H 0.36518 -0.89700 2.65907
H 0.46396 -2.55536 3.07185

Löwdin atomic charge list, values in e, 8 entries: number 1, Rb, carries 0.9111; number 2, O, carries -0.4253; number 3, S, carries 0.5088; number 4, O, carries -0.3481; number 5, N, carries -0.2337; number 6, C, carries -0.2712; number 7, C, carries -0.0242; number 8, C, carries -0.0822

Here is C45H38Cl2N6O7TeW as an isolated structure from OMol25. Energies are from ωB97M-V/def2-TZVPD.

Values from the calculation:
E_HOMO (spin up / spin down), eV: -9.8954 / -9.8961
E_LUMO (spin up / spin down), eV: -4.62 / -4.76
2S+1: 2
Net charge: +1

Cartesian coordinates (Å):
W -0.57499 1.61328 1.96068
Cl 0.85470 -3.31659 6.70691
C 0.02530 -2.37124 5.53002
C 0.58784 -1.16611 5.13405
C -0.06325 -0.40905 4.17066
N 0.31620 0.84972 3.64847
C 1.19889 1.64558 4.39986
O 1.91075 1.28108 5.29533
C 1.19143 3.06189 3.89525
C 2.18093 3.97469 4.21997
C 2.15038 5.30956 3.83873
C 1.29938 6.00671 2.95664
C 0.50427 5.42488 2.01075
N 0.20585 3.25819 3.03485
C -1.25312 -0.86428 3.59919
C -1.82439 -2.05845 4.01036
C -1.17646 -2.80852 4.98040
Cl -1.88039 -4.30502 5.46579
N -1.73348 0.02642 2.62122
C -2.84418 -0.28017 1.87373
O -3.36453 -1.36452 1.73647
C -3.41347 0.93713 1.21630
C -4.53056 0.87088 0.41739
C -5.05703 2.07280 -0.03802
C -4.44013 3.26191 0.32436
C -3.27337 3.22432 1.07068
N -2.76078 2.07015 1.50343
H 1.51666 -0.84817 5.57334
H 2.95170 3.64217 4.90102
H 2.88572 5.93581 4.33284
H 1.33719 7.08842 2.96302
H -0.70412 5.51912 0.59451
H -2.74072 -2.42670 3.58252
H -4.98081 -0.08946 0.21139
H -5.94764 2.08594 -0.65255
H -4.84033 4.21729 0.01655
H -2.72781 4.11912 1.32376
O 5.95824 3.55379 0.14266
C 5.02623 3.34388 -0.64081
O 4.87311 3.46439 -1.86296
C 3.76949 2.85160 0.06922
C 3.49343 1.48527 0.17434
C 2.33719 1.06313 0.78631
N 1.47657 1.94984 1.30474
C 1.73565 3.27076 1.21415
C 2.85584 3.76711 0.61832
C 0.49683 3.94385 1.79310
O -0.27453 6.13178 1.22104
O -0.55980 3.47150 1.01279
H 4.17552 0.76012 -0.24786
H 2.06687 0.01813 0.86119
H 3.03749 4.83223 0.54915
C -0.17945 2.34971 -1.73389
C -0.63213 1.08246 -1.07533
O -1.05378 0.17073 -2.02095
N -0.57903 0.69820 0.12613
Te -1.22375 -1.58549 -1.19149
C -1.79739 -2.54105 -2.98065
C -2.53583 -1.90117 -3.97776
C -3.05437 -0.49019 -3.88976
C -2.83891 -2.63455 -5.12194
C -2.47333 -3.96318 -5.27472
C -2.81976 -4.72979 -6.51701
C -1.81328 -4.58873 -4.22191
C -1.46576 -3.90447 -3.06748
C -0.78672 -4.65615 -1.95329
C 0.83469 -1.94267 -1.13437
C 1.66919 -1.70192 -2.23398
C 1.21484 -1.28925 -3.60852
C 3.03874 -1.88667 -2.04918
C 3.57721 -2.30546 -0.84325
C 5.05761 -2.47427 -0.66995
C 2.70967 -2.55728 0.21960
C 1.34145 -2.38314 0.10016
C 0.46572 -2.61195 1.29773
H -0.04416 2.19154 -2.80050
H 0.75949 2.67172 -1.28735
H -0.90907 3.14324 -1.58183
H -3.30655 -0.19412 -2.86989
H -3.95569 -0.40228 -4.49365
H -2.32526 0.22993 -4.26361
H -3.40170 -2.14613 -5.90937
H -3.25661 -4.08327 -7.27562
H -3.53714 -5.52074 -6.29241
H -1.93354 -5.20400 -6.93959
H -1.56660 -5.64191 -4.29735
H -0.90896 -5.72764 -2.10055
H -1.22242 -4.43071 -0.97165
H 0.28175 -4.44906 -1.90034
H 0.21050 -0.88527 -3.64488
H 1.25461 -2.14790 -4.28284
H 1.89291 -0.53222 -4.00340
H 3.70080 -1.69346 -2.88556
H 5.57027 -2.51149 -1.62891
H 5.28320 -3.38672 -0.11815
H 5.47367 -1.63999 -0.10118
H 3.11359 -2.89570 1.16730
H 1.01560 -3.12956 2.08214
H -0.42624 -3.20630 1.08714
H 0.12814 -1.65783 1.70856

Löwdin atomic charge list, values in e, 8 entries: number 1, W, carries 1.8925; number 2, Cl, carries 0.7106; number 3, C, carries -0.6746; number 4, C, carries -0.0227; number 5, C, carries -0.2062; number 6, N, carries -0.0358; number 7, C, carries -0.3839; number 8, O, carries 0.1471

Here is a 6-piece molecular cluster, C29H34BrF15O15 overall at a distorted geometry from OMol25. Energies are from ωB97M-V/def2-TZVPD.

Values from the calculation:
E_HOMO, eV: -10.0612
E_LUMO, eV: -1.11
Net charge: 0
SMILES: CC(=O)OCCCC1=C(Br)C(=O)OC1=O.CCOC(=O)C(F)(F)F.CCOC(=O)C(F)(F)F.CCOC(=O)C(F)(F)F.CCOC(=O)C(F)(F)F.CCOC(=O)C(F)(F)F

Cartesian coordinates (Å):
C 1.73963 2.69475 1.27607
C 1.89125 4.27888 1.37148
O 3.06226 4.76229 1.34813
O 0.82902 5.21249 1.53035
C -0.09440 5.15805 0.38354
C -1.56815 5.40335 1.02110
C -2.74770 4.73564 0.10515
C -3.10496 3.34447 0.84914
C -2.74667 2.04453 0.41620
Br -1.73825 1.46015 -1.16156
C -3.37589 1.17352 1.62501
O -3.05576 -0.02606 1.69747
O -4.22330 1.95410 2.49199
C -3.90583 3.35194 2.24661
O -4.17528 4.30003 2.99828
H 2.44647 2.24713 0.48231
H 2.03039 2.18074 2.26760
H 0.64984 2.42204 1.07639
H -0.01706 4.16603 -0.17990
H 0.11098 6.07230 -0.27880
H -1.54791 4.84015 2.03062
H -1.77335 6.49559 1.27645
H -3.65145 5.42757 0.01441
H -2.27103 4.54650 -0.92952
C -6.10034 -0.01389 -6.52441
C -5.87174 0.94730 -5.37523
O -4.51193 0.87484 -4.91607
C -3.61160 1.59293 -5.61849
O -3.88114 2.26386 -6.58058
C -2.22473 1.46508 -4.99322
F -1.92334 0.19359 -4.65543
F -2.11367 2.19666 -3.86066
F -1.24292 1.87934 -5.81339
H -5.80895 -1.02858 -6.24078
H -7.15098 -0.01710 -6.82112
H -5.49653 0.25995 -7.39278
H -6.50387 0.66572 -4.53015
H -6.13753 1.97204 -5.64792
C 6.83490 -0.30765 4.38379
C 5.98537 0.29335 5.48652
O 4.64152 0.50639 5.02769
C 3.83193 -0.57037 5.06799
O 4.17302 -1.65909 5.45376
C 2.42688 -0.19926 4.60081
F 2.43664 0.56817 3.48809
F 1.75265 0.49823 5.53863
F 1.67278 -1.27533 4.31106
H 6.79253 0.31406 3.48535
H 7.87513 -0.39783 4.70327
H 6.47393 -1.29046 4.10468
H 6.38276 1.27219 5.76394
H 5.99651 -0.32495 6.38831
C 2.09786 -4.28389 2.63438
C 3.57886 -4.09269 2.89579
O 4.35285 -5.03596 2.13659
C 4.59635 -4.70328 0.85218
O 4.20573 -3.69230 0.32788
C 5.46695 -5.76418 0.18330
F 5.06055 -7.01991 0.46650
F 6.75476 -5.68007 0.58164
F 5.47284 -5.66092 -1.15803
H 1.80424 -5.31860 2.82902
H 1.50571 -3.62236 3.26939
H 1.85183 -4.07357 1.59070
H 3.79314 -4.28552 3.94938
H 3.89691 -3.06801 2.68574
C -9.86381 5.27716 -7.27349
C -10.62909 4.07391 -7.78828
O -10.01455 3.55353 -8.97739
C -8.96329 2.73014 -8.78755
O -8.52731 2.42544 -7.70704
C -8.44218 2.21330 -10.12625
F -8.34781 3.18776 -11.05440
F -9.25133 1.26598 -10.64670
F -7.21897 1.66202 -10.02867
H -9.76392 6.03249 -8.05699
H -10.37444 5.72133 -6.41651
H -8.85242 4.99908 -6.96776
H -11.64230 4.37406 -8.06421
H -10.72075 3.29702 -7.02458
C 6.44751 -7.90709 6.02064
C 7.25401 -6.98345 6.91224
O 7.89222 -5.95868 6.13447
C 7.12723 -4.89266 5.82080
O 5.97502 -4.76612 6.14540
C 7.94157 -3.86376 5.04052
F 8.70081 -4.42631 4.07809
F 8.78777 -3.17896 5.84004
F 7.16910 -2.94634 4.42608
H 7.07459 -8.31629 5.22454
H 6.02709 -8.73202 6.59958
H 5.62778 -7.37059 5.53699
H 8.05068 -7.54853 7.40102
H 6.63817 -6.54653 7.70284

Löwdin atomic charge list, values in e, 8 entries: number 1, C, carries 0.0041; number 2, C, carries -0.3952; number 3, O, carries 0.0442; number 4, O, carries -0.0759; number 5, C, carries -0.1575; number 6, C, carries -0.1382; number 7, C, carries -0.1108; number 8, C, carries -0.1180

Here is CHN3S in the gas phase at a distorted geometry from OMol25. Energies are from ωB97M-V/def2-TZVPD.

Values from the calculation:
E_HOMO (spin up / spin down), eV: -7.3409 / -9.5998
E_LUMO (spin up / spin down), eV: 0.21 / -1.97
2S+1: 3
Net charge: 0

Cartesian coordinates (Å):
C -3.59484 0.04764 0.08175
N -2.42878 0.39128 -0.09646
N -1.20342 0.04652 0.00974
N -0.03100 0.63428 -0.00062
S -5.12094 -0.07976 -0.00590
H 0.72639 -0.17998 0.30121

List of natural (NBO) charges in e, atom by atom: number 1, C, carries 0.1091; number 2, N, carries -0.2475; number 3, N, carries 0.0595; number 4, N, carries -0.4140; number 5, S, carries 0.1206; number 6, H, carries 0.3723

One value per record, in order, for energy above the lowest of the compared OMol25 structures with the same formula, charge and spin: 7.46 1.47 24.93 71.13 0.00 kcal/mol.